Molecular formula: H27O13
Method: DFT, ωB97M-V/def2-TZVPD

- Relative energy (zero: lowest compared OMol25 entry of this formula, charge and spin): 108.4 kJ/mol
- Maximum force: 1.91 eV/Å
- Net charge: +1
- E_LUMO: -0.096 hartree

The geometry in XYZ format:
```
40
H27O13 ωB97M-V/def2-TZVPD
O 3.39 -0.62 -0.61
H -0.77 3.43 3.45
H 0.70 -1.77 1.71
O 1.12 -1.14 1.11
H -0.19 0.30 -0.06
H -3.22 1.82 0.01
O -1.34 0.91 -2.53
H -0.67 1.29 -1.26
O -2.64 1.06 -0.02
H -3.16 -2.92 -2.14
H -2.10 1.01 0.77
O -1.92 -2.87 0.85
H 4.20 -0.55 -0.11
H 0.43 2.05 0.32
O 1.94 1.02 2.51
H -1.89 -3.34 -2.83
H 1.74 0.09 2.27
O -1.06 -0.91 2.49
H -2.02 3.16 2.77
H -1.27 -0.41 3.29
O 0.04 -1.98 -2.36
H -0.62 -2.20 -1.68
H -1.12 -2.48 0.50
O -2.23 -3.12 -1.96
H 2.78 1.29 2.12
H 2.01 -1.52 1.07
O 2.96 1.00 -2.73
H 2.71 0.30 -3.32
H 2.57 1.84 -3.01
O 0.02 1.12 -0.49
H 0.12 -2.73 -2.95
H 3.35 -0.04 -1.38
O 0.95 2.77 1.04
H -2.23 -3.48 0.17
H -1.66 -1.67 2.50
O -1.10 2.83 2.77
H -0.66 0.20 -2.60
H 0.36 2.92 1.83
H 1.35 1.92 1.53
H -2.18 0.46 -2.64
```

***

Molecular formula: C41H97N5O8
Method: DFT, ωB97M-V/def2-TZVPD

- Relative energy (zero: lowest compared OMol25 entry of this formula, charge and spin): 305.2 kJ/mol
- Maximum force: 3.37 eV/Å
- E_LUMO: 0.020 hartree
- Structure (SMILES): CC1(C)CCCC(C)(C)N1O.CC1(C)CCCC(C)(C)N1O.CC1(C)CCCC(C)(C)N1O.COC[C@H](C)N.COC[C@H](C)N.CCO.CCO.CCO

The geometry in XYZ format:
```
151
C41H97N5O8 ωB97M-V/def2-TZVPD
C 4.10 4.06 2.19
C 4.37 5.24 1.23
C 5.55 6.14 1.68
C 4.84 4.65 -0.12
C 3.67 4.15 -1.03
C 2.69 5.30 -1.25
C 2.16 5.89 0.07
C 1.52 7.24 -0.25
C 1.13 4.90 0.70
N 3.23 6.11 1.04
O 2.87 6.79 2.23
H 3.49 4.42 3.03
H 3.44 3.33 1.70
H 5.03 3.63 2.55
H 5.53 6.52 2.69
H 6.49 5.58 1.60
H 5.58 6.97 0.97
H 5.37 5.41 -0.69
H 5.47 3.78 0.07
H 4.06 3.95 -2.03
H 3.20 3.20 -0.79
H 1.99 5.24 -2.08
H 3.34 6.11 -1.61
H 1.08 7.70 0.64
H 0.71 7.20 -0.99
H 2.21 7.97 -0.70
H 0.44 5.45 1.35
H 1.56 4.28 1.49
H 0.60 4.31 -0.05
H 2.62 7.66 1.89
C 3.21 -3.45 0.29
C 1.88 -4.14 -0.07
C 1.79 -4.43 -1.57
C 1.80 -5.51 0.59
C 1.43 -5.43 2.09
C 0.20 -4.57 2.34
C 0.27 -3.16 1.76
C -1.15 -2.63 1.72
C 1.15 -2.23 2.60
N 0.71 -3.33 0.35
O 0.67 -2.12 -0.39
H 4.01 -3.57 -0.45
H 3.07 -2.36 0.27
H 3.63 -3.66 1.27
H 2.54 -5.18 -1.82
H 0.79 -4.81 -1.81
H 1.88 -3.53 -2.18
H 1.04 -6.15 0.14
H 2.70 -6.13 0.60
H 1.27 -6.47 2.39
H 2.22 -5.05 2.75
H 0.04 -4.51 3.42
H -0.63 -5.16 1.93
H -1.44 -2.11 2.64
H -1.95 -3.34 1.47
H -1.28 -1.93 0.89
H 0.84 -1.21 2.36
H 2.23 -2.24 2.48
H 0.95 -2.45 3.65
H 1.42 -1.59 -0.04
C -6.60 1.55 -1.47
C -5.76 0.36 -1.96
C -5.64 0.35 -3.47
C -4.37 0.49 -1.34
C -4.33 0.26 0.17
C -4.86 -1.10 0.57
C -6.20 -1.47 -0.07
C -6.25 -3.00 -0.31
C -7.42 -1.10 0.83
N -6.30 -0.90 -1.41
O -7.48 -1.28 -2.10
H -6.67 1.57 -0.38
H -6.23 2.55 -1.71
H -7.59 1.37 -1.91
H -6.61 0.34 -3.99
H -5.31 1.35 -3.78
H -4.96 -0.42 -3.81
H -3.68 -0.30 -1.65
H -3.96 1.46 -1.63
H -3.34 0.41 0.61
H -4.91 1.08 0.63
H -4.91 -1.16 1.66
H -4.07 -1.85 0.44
H -5.53 -3.30 -1.07
H -7.23 -3.34 -0.61
H -6.06 -3.51 0.64
H -7.53 -0.02 0.67
H -7.27 -1.32 1.88
H -8.34 -1.65 0.62
H -8.19 -0.81 -1.62
C -1.79 -0.05 5.44
O -1.44 0.11 4.10
C -0.17 0.72 3.98
C 0.21 1.25 2.59
C -0.80 2.39 2.27
N 0.07 0.16 1.61
H -2.77 -0.52 5.48
H -1.80 0.88 6.03
H -1.03 -0.65 5.97
H -0.07 1.64 4.57
H 0.56 -0.01 4.35
H 1.24 1.62 2.60
H -0.69 3.30 2.86
H -1.81 2.04 2.49
H -0.68 2.55 1.20
H -0.19 0.38 0.65
H -0.75 -0.38 1.88
C 5.08 0.50 -2.04
O 4.37 0.63 -0.82
C 4.95 -0.12 0.25
C 3.92 -0.38 1.36
C 4.35 -1.41 2.40
N 2.64 -0.74 0.76
H 4.30 0.53 -2.80
H 5.68 -0.41 -2.10
H 5.74 1.36 -2.21
H 5.02 -1.17 -0.10
H 5.91 0.36 0.41
H 3.82 0.53 1.98
H 4.62 -2.33 1.87
H 3.54 -1.57 3.11
H 5.21 -1.03 2.94
H 1.85 -0.33 1.31
H 2.63 -0.10 -0.04
C -2.61 -5.14 -1.90
C -2.20 -3.93 -2.70
O -1.81 -2.83 -1.90
H -3.47 -4.99 -1.26
H -1.79 -5.51 -1.28
H -2.90 -5.98 -2.54
H -3.01 -3.65 -3.38
H -1.42 -4.19 -3.43
H -1.00 -2.99 -1.39
C 0.77 -1.11 -4.89
C 0.52 -2.01 -6.11
O -0.57 -2.88 -5.83
H 0.85 -1.68 -3.96
H -0.01 -0.39 -4.66
H 1.76 -0.65 -5.00
H 1.43 -2.60 -6.29
H 0.27 -1.40 -6.98
H -0.46 -3.20 -4.93
C 0.38 1.70 -1.47
C -0.41 0.57 -2.11
O -1.22 -0.11 -1.14
H 0.53 2.45 -2.25
H 1.25 1.37 -0.92
H -0.29 2.13 -0.72
H 0.33 -0.11 -2.54
H -1.11 0.95 -2.86
H -1.57 -0.91 -1.53
```